# 1
Computed, not measured: a structure of composition C33H33N6O3OsS3 at a distorted geometry, with ωB97M-V/def2-TZVPD.

Geometry as XYZ:
```
79
Properties=species:S:1:pos:R:3:mulliken_spin:R:1
Os -1.636 -0.285 1.306 2.69
N -3.205 0.592 -0.380 0.13
C -4.419 -0.235 -0.477 -0.02
C -5.145 -0.305 0.866 0.01
C -4.575 -1.341 1.830 0.01
N -3.380 -0.847 2.564 -0.02
H -3.436 1.551 -0.141 -0.01
H -2.695 0.598 -1.260 -0.01
H -4.118 -1.236 -0.790 0.00
H -5.102 0.164 -1.230 0.01
H -6.185 -0.564 0.675 0.00
H -5.140 0.684 1.338 0.00
H -4.281 -2.235 1.280 -0.01
H -5.343 -1.618 2.554 0.00
H -3.061 -1.585 3.193 0.00
H -3.637 -0.047 3.138 0.00
C 2.850 6.728 -2.201 0.00
C 2.245 5.438 -2.681 -0.04
C 1.642 5.385 -3.930 0.13
C 1.036 4.221 -4.381 -0.03
C 1.051 3.093 -3.589 0.09
C 1.683 3.113 -2.340 0.03
N 1.637 1.922 -1.594 0.39
C 2.619 1.400 -0.786 0.06
C 3.965 1.651 -1.097 0.15
C 4.978 1.088 -0.356 -0.05
C 4.698 0.276 0.740 0.15
C 3.387 0.022 1.071 -0.04
C 2.334 0.550 0.321 0.08
C 0.971 0.217 0.790 -0.01
O -0.055 0.350 0.005 0.07
O 0.773 -0.208 1.944 0.06
C 2.260 4.302 -1.858 0.10
C 2.810 4.423 -0.465 -0.01
H 2.793 7.488 -2.977 0.00
H 3.897 6.591 -1.924 0.00
H 2.325 7.097 -1.318 0.00
H 1.631 6.266 -4.560 0.00
H 0.565 4.198 -5.355 0.00
H 0.605 2.168 -3.935 0.00
H 0.769 1.425 -1.565 -0.05
H 4.189 2.270 -1.956 0.00
H 6.007 1.272 -0.638 0.00
H 5.501 -0.159 1.318 0.00
H 3.140 -0.598 1.923 0.00
H 3.903 4.454 -0.475 0.01
H 2.502 3.602 0.176 0.00
H 2.458 5.346 -0.008 0.00
N -1.660 1.470 2.085 -0.09
C -1.224 2.561 2.318 0.09
N -0.888 3.649 2.749 0.09
C -0.422 4.802 2.341 -0.01
N -0.001 5.830 2.032 0.04
O -1.715 -2.069 0.642 -0.04
C -0.947 -3.266 0.583 -0.01
C -0.577 -3.702 2.002 0.00
C -0.312 -2.913 3.086 0.05
C -0.096 -3.658 4.276 0.01
C -0.199 -4.996 4.071 0.00
S -0.571 -5.370 2.441 0.00
C -1.827 -4.335 -0.039 0.01
C -1.453 -5.457 -0.709 0.00
C -2.557 -6.297 -1.024 0.00
C -3.739 -5.795 -0.587 0.00
S -3.535 -4.285 0.205 0.00
C 0.282 -3.126 -0.296 0.00
C 1.581 -3.431 -0.034 0.00
C 2.427 -3.223 -1.158 0.00
C 1.752 -2.760 -2.242 0.00
S 0.077 -2.582 -1.926 0.00
H -0.206 -1.836 3.046 -0.02
H 0.131 -3.213 5.234 0.00
H -0.073 -5.796 4.782 0.00
H -0.428 -5.683 -0.964 0.00
H -2.462 -7.239 -1.542 0.00
H -4.726 -6.218 -0.684 0.00
H 1.930 -3.798 0.921 0.00
H 3.488 -3.419 -1.155 0.00
H 2.141 -2.525 -3.220 0.00
```

For the total energy, the calculation gives -84805.324 eV. The expectation value of S² is 6.053. The gap between HOMO and LUMO (alpha / beta) is 7.2 / 4.3 eV. As for the total charge: +1. The multiplicity is 5. The calculation puts the lowest unoccupied orbital energy (alpha / beta) at -2.6 / -6.2 eV. As for the max |F|: 2.57 eV/Å.



# 2
Computed, not measured: a cluster of 2 separate species, C6H10ClNO2S in total at a distorted geometry, with ωB97M-V/def2-TZVPD.

Geometry as XYZ:
```
21
Properties=species:S:1:pos:R:3:mulliken_charge:R:1
C -1.699 -2.409 0.295 -0.64
C -1.418 -1.142 0.385 -0.09
C 2.239 0.656 -0.708 -0.56
C 1.689 -0.655 0.013 -0.51
C 1.179 1.659 -0.510 -0.54
C 0.716 -0.026 1.013 -0.55
N 0.538 1.242 0.728 -0.08
O -2.031 0.856 -1.422 -0.54
O -2.350 1.252 0.834 -0.61
S -2.315 0.212 -0.187 1.00
Cl -4.367 -0.531 -0.455 -0.39
H -2.623 -2.669 -0.098 0.25
H -1.146 -3.122 0.783 0.31
H 3.178 0.934 -0.161 0.26
H 2.566 0.467 -1.741 0.35
H 1.081 -1.392 -0.645 0.30
H 2.450 -1.117 0.528 0.42
H 1.681 2.568 -0.284 0.35
H 0.516 1.862 -1.357 0.27
H 0.236 -0.463 1.841 0.67
H -0.120 1.819 1.147 0.32
```

For the total energy, the calculation gives -35322.833 eV. The gap between HOMO and LUMO is 8.3 eV. As for the total charge: 0. The calculation puts the lowest unoccupied orbital energy at 0.0 eV. As for the max |F|: 3.37 eV/Å.



# 3
Computed, not measured: a cluster of 3 separate species, C10H17F2N3O7P in total at a distorted geometry, with ωB97M-V/def2-TZVPD.

Geometry as XYZ:
```
40
Properties=species:S:1:pos:R:3:mulliken_charge:R:1
N -0.503 1.251 1.407 -0.28
C -0.559 0.004 0.987 0.26
N 0.083 -0.931 1.725 -0.22
C 0.215 -2.295 1.144 -0.57
C -0.718 -2.616 -0.020 -0.81
C -1.851 -1.623 -0.149 -0.15
P -3.206 -1.760 1.097 0.44
O -4.444 -1.193 0.571 -0.62
N -1.297 -0.250 -0.123 -0.21
H -0.775 1.985 0.770 0.25
H -0.207 1.504 2.339 0.24
H -0.318 -0.990 2.657 0.38
H 1.233 -2.422 0.809 0.25
H 0.073 -3.021 1.928 0.47
H -0.152 -2.641 -0.941 0.35
H -1.127 -3.613 0.080 0.42
H -2.315 -1.756 -1.116 0.43
H -2.747 -1.075 2.249 0.03
H -3.302 -3.138 1.373 0.11
H -0.836 0.000 -0.999 0.24
C -0.914 2.239 -4.000 -0.37
C -2.412 2.331 -4.192 0.28
O -2.778 0.968 -4.362 -0.28
C -1.875 0.213 -3.700 0.72
O -2.015 -0.934 -3.431 -0.53
O -0.778 0.950 -3.371 -0.37
F -2.737 3.022 -5.300 -0.27
H -0.385 2.236 -4.952 0.29
H -0.513 3.026 -3.368 0.26
H -2.956 2.744 -3.340 0.28
C 3.761 -0.034 2.921 -0.33
C 3.242 1.322 2.528 0.55
O 4.401 1.995 2.105 -0.33
C 5.272 1.040 1.635 0.58
O 6.221 1.261 0.975 -0.44
O 4.861 -0.201 2.027 -0.32
F 2.697 1.978 3.588 -0.30
H 4.119 -0.059 3.951 0.30
H 3.024 -0.823 2.786 0.13
H 2.516 1.306 1.709 0.15
```

For the total energy, the calculation gives -44165.890 eV. The gap between HOMO and LUMO is 9.7 eV. As for the total charge: +1. The calculation puts the lowest unoccupied orbital energy at -4.1 eV. As for the max |F|: 1.99 eV/Å.



# 4
Computed, not measured: a structure of composition C6H4O2S at a distorted geometry, with ωB97M-V/def2-TZVPD.

Geometry as XYZ:
```
13
Properties=species:S:1:pos:R:3:mulliken_charge:R:1
C 0.408 -1.229 0.392 -0.44
C 0.462 -2.169 -0.649 -0.11
C 0.164 0.039 -0.061 0.30
C 0.270 -0.315 -1.953 -0.11
C -0.121 1.422 0.030 -0.44
C -0.842 1.839 -1.013 -0.29
O -0.982 1.425 -3.560 -0.61
O 0.253 -1.612 -1.885 -0.21
S -1.130 0.659 -2.323 0.41
H 0.500 -1.653 1.429 0.30
H 0.747 -3.150 -0.433 0.48
H 0.209 1.802 0.948 0.40
H -1.295 2.895 -1.159 0.32
```

For the total energy, the calculation gives -21210.479 eV. The gap between HOMO and LUMO (alpha / beta) is 7.5 / 7.5 eV. As for the total charge: 0. The calculation puts the lowest unoccupied orbital energy (alpha / beta) at -0.8 / -0.8 eV. As for the max |F|: 6.59 eV/Å.



# 5
Computed, not measured: a structure of composition C44H116F3N10O12Pd at a distorted geometry, with ωB97M-V/def2-TZVPD.

Geometry as XYZ:
```
186
Properties=species:S:1:pos:R:3:mulliken_spin:R:1
Pd 13.909 -3.766 -7.348 1.39
C 15.682 -3.961 -10.249 0.00
O 14.353 -3.910 -10.731 0.07
O 15.542 -4.095 -8.842 0.25
C 16.570 -4.922 -11.109 0.01
F 17.788 -5.291 -10.675 0.00
F 15.960 -6.062 -11.455 0.00
F 16.841 -4.339 -12.262 0.00
C 14.191 -3.315 -12.071 0.00
C 12.700 -3.202 -12.256 0.00
H 12.466 -2.808 -13.245 0.00
H 12.150 -4.124 -12.064 0.00
H 12.334 -2.475 -11.530 0.00
H 14.580 -3.934 -12.880 0.00
H 14.603 -2.312 -12.179 0.00
H 16.169 -2.998 -10.401 0.01
C 15.009 -2.644 -15.330 0.00
C 14.336 -1.855 -16.395 0.00
C 14.072 -2.747 -17.651 0.00
O 13.248 -2.160 -18.645 0.00
C 13.877 -1.038 -19.348 0.00
N 13.076 -1.504 -15.894 0.00
H 14.361 -3.508 -15.180 0.00
H 15.126 -2.022 -14.443 0.00
H 15.942 -3.019 -15.750 0.00
H 14.919 -0.966 -16.634 0.00
H 13.610 -3.699 -17.388 0.00
H 15.006 -3.010 -18.148 0.00
H 14.405 -0.273 -18.779 0.00
H 13.190 -0.546 -20.037 0.00
H 14.680 -1.541 -19.887 0.00
H 12.536 -1.239 -16.705 0.00
H 12.581 -2.307 -15.532 0.00
C 11.766 -9.972 -13.400 0.00
C 10.299 -9.550 -13.586 0.00
C 10.098 -8.136 -14.166 0.00
O 10.738 -7.049 -13.503 0.00
C 10.381 -6.938 -12.139 0.00
N 9.643 -10.475 -14.430 0.00
H 12.173 -9.380 -12.580 0.00
H 12.278 -9.810 -14.348 0.00
H 11.805 -11.018 -13.095 0.00
H 9.813 -9.550 -12.610 0.00
H 9.053 -7.831 -14.218 0.00
H 10.572 -8.168 -15.147 0.00
H 10.655 -5.996 -11.665 0.00
H 10.781 -7.806 -11.614 0.00
H 9.305 -6.915 -11.963 0.00
H 9.500 -11.296 -13.859 0.00
H 10.340 -10.866 -15.048 0.00
C 20.936 -2.171 -9.061 0.00
C 19.596 -2.905 -9.005 0.00
C 19.541 -4.139 -8.144 0.00
O 19.707 -3.763 -6.753 0.00
C 19.858 -4.912 -5.897 0.00
N 18.501 -1.971 -8.603 0.00
H 21.739 -2.888 -9.235 0.00
H 21.186 -1.518 -8.225 0.00
H 20.987 -1.479 -9.901 0.00
H 19.375 -3.181 -10.036 0.00
H 20.187 -4.958 -8.462 0.00
H 18.560 -4.598 -8.267 0.00
H 19.306 -4.796 -4.964 0.00
H 20.913 -5.152 -5.758 0.00
H 19.486 -5.838 -6.334 0.00
H 17.615 -2.450 -8.673 0.00
H 18.647 -1.996 -7.604 0.00
C 13.159 -7.088 -9.439 0.00
C 11.991 -6.362 -8.854 0.01
C 11.566 -6.914 -7.483 0.00
O 11.005 -8.281 -7.620 0.00
C 9.696 -8.346 -8.212 0.00
N 12.540 -4.992 -8.752 0.03
H 14.113 -7.000 -8.921 0.00
H 13.281 -6.677 -10.441 0.00
H 12.900 -8.139 -9.561 0.00
H 11.145 -6.398 -9.540 0.00
H 10.854 -6.282 -6.953 0.00
H 12.430 -6.970 -6.820 0.01
H 8.984 -7.624 -7.814 0.00
H 9.269 -9.290 -7.872 0.00
H 9.760 -8.178 -9.287 0.00
H 11.673 -4.476 -8.788 0.01
H 13.002 -4.691 -9.598 0.00
C 8.877 -3.233 -10.705 0.00
C 8.326 -3.693 -9.332 0.00
C 7.251 -4.784 -9.465 0.00
O 7.794 -5.920 -10.186 0.00
C 6.752 -6.864 -10.562 0.00
N 9.484 -4.361 -8.649 0.00
H 9.662 -2.483 -10.606 0.00
H 8.028 -2.751 -11.190 0.00
H 9.211 -4.023 -11.377 0.00
H 7.992 -2.806 -8.795 0.00
H 6.445 -4.411 -10.097 0.00
H 6.846 -4.996 -8.476 0.00
H 7.106 -7.838 -10.898 0.00
H 6.183 -6.461 -11.400 0.00
H 6.132 -7.185 -9.725 0.00
H 9.108 -5.298 -8.677 0.00
H 9.247 -4.126 -7.696 0.00
C 10.166 -2.716 -15.811 0.00
C 10.376 -4.141 -15.246 0.00
C 9.386 -5.173 -15.885 0.00
O 7.984 -4.896 -15.661 0.00
C 7.529 -4.698 -14.326 0.00
N 11.718 -4.558 -15.454 0.00
H 9.095 -2.525 -15.868 0.00
H 10.578 -2.816 -16.815 0.00
H 10.671 -1.938 -15.239 0.00
H 10.140 -4.164 -14.183 0.00
H 9.599 -6.203 -15.597 0.00
H 9.608 -5.203 -16.951 0.00
H 7.993 -3.845 -13.830 0.00
H 7.736 -5.540 -13.666 0.00
H 6.453 -4.529 -14.372 0.00
H 11.752 -4.890 -16.408 0.00
H 11.686 -5.373 -14.860 0.00
C 10.990 -1.134 -7.731 0.00
C 12.009 -1.425 -8.846 0.01
C 12.068 -0.186 -9.793 0.01
O 12.782 0.859 -9.122 0.00
C 13.033 2.009 -9.960 0.00
N 13.295 -1.668 -8.250 0.09
H 11.166 -0.084 -7.496 0.00
H 11.057 -1.740 -6.828 0.01
H 9.949 -1.238 -8.035 0.00
H 11.826 -2.332 -9.423 -0.02
H 11.051 0.094 -10.066 0.00
H 12.661 -0.418 -10.677 0.00
H 12.277 2.269 -10.701 0.00
H 13.974 1.887 -10.498 0.00
H 13.078 2.844 -9.261 0.00
H 14.028 -1.613 -8.943 -0.02
H 13.490 -0.805 -7.762 0.01
C 18.769 1.588 -9.819 0.00
C 17.325 1.240 -9.517 0.00
C 16.639 0.221 -10.462 0.00
O 16.673 0.866 -11.764 0.00
C 16.105 0.116 -12.754 0.00
N 17.413 0.662 -8.153 0.00
H 18.824 2.034 -10.812 0.00
H 19.511 0.793 -9.755 0.00
H 19.108 2.440 -9.230 0.00
H 16.737 2.155 -9.595 0.00
H 15.608 -0.047 -10.231 0.00
H 17.285 -0.638 -10.645 0.00
H 16.470 -0.910 -12.803 0.00
H 16.257 0.555 -13.740 0.00
H 15.023 0.104 -12.625 0.00
H 17.917 1.247 -7.502 0.00
H 17.940 -0.196 -8.227 0.00
C 17.231 -1.972 -5.207 0.01
C 16.337 -2.899 -5.996 -0.05
C 16.106 -4.259 -5.295 0.01
O 15.307 -5.047 -6.119 0.01
C 15.249 -6.403 -5.503 0.00
N 15.072 -2.228 -6.113 0.11
H 17.415 -0.992 -5.647 0.00
H 18.240 -2.384 -5.175 0.00
H 16.736 -1.839 -4.244 0.00
H 16.730 -3.174 -6.974 0.01
H 15.703 -4.230 -4.283 0.00
H 17.097 -4.700 -5.185 0.00
H 14.705 -6.416 -4.558 0.00
H 16.197 -6.927 -5.381 0.00
H 14.670 -6.997 -6.210 0.00
H 15.242 -1.241 -6.243 0.00
H 14.633 -2.350 -5.212 0.00
C 19.894 -7.907 -11.323 0.00
C 20.214 -9.173 -10.615 0.00
C 20.038 -10.471 -11.424 0.00
O 20.378 -11.652 -10.608 0.00
C 19.210 -12.253 -9.998 0.00
N 21.587 -9.072 -10.323 0.00
H 18.836 -7.837 -11.578 0.00
H 20.508 -7.693 -12.198 0.00
H 19.967 -7.099 -10.595 0.00
H 19.768 -9.238 -9.622 0.00
H 20.743 -10.442 -12.256 0.00
H 19.025 -10.414 -11.821 0.00
H 18.781 -11.557 -9.277 0.00
H 19.603 -13.141 -9.503 0.00
H 18.488 -12.425 -10.796 0.00
H 21.769 -9.966 -9.890 0.00
H 22.096 -9.221 -11.182 0.00
```

For the total energy, the calculation gives -98597.793 eV. The expectation value of S² is 2.006. The gap between HOMO and LUMO (alpha / beta) is 8.1 / 6.0 eV. As for the total charge: +1. The multiplicity is 3. The calculation puts the lowest unoccupied orbital energy (alpha / beta) at -2.2 / -4.3 eV. As for the max |F|: 3.12 eV/Å.